Record 1
{
  "formula": "C34H39BClN7NiO4PS",
  "method": "the ωB97M-V functional and the def2-TZVPD basis",
  "species": ["Ni", "C", "C", "N", "N", "C", "B", "N", "C", "C", "C", "N", "N", "C", "C", "C", "N", "H", "H", "H", "H", "H", "H", "H", "H", "H", "H", "C", "P", "C", "C", "C", "C", "C", "C", "C", "H", "H", "H", "H", "H", "H", "H", "H", "H", "H", "H", "C", "C", "C", "C", "C", "C", "C", "S", "O", "O", "N", "C", "C", "C", "O", "O", "H", "H", "H", "H", "H", "H", "H", "H", "H", "H", "H", "H", "Cl", "C", "C", "C", "C", "C", "C", "C", "H", "H", "H", "H", "H", "H"],
  "positions_angstrom": [[-0.87765, 0.81752, 0.61879], [2.85707, 1.98594, 2.43557], [2.10144, 1.69355, 1.29855], [0.99598, 1.05198, 1.63642], [1.00255, 0.92143, 2.96747], [2.11280, 1.48045, 3.47675], [-0.27234, 0.56993, 3.74884], [-0.91607, -0.67693, 3.14667], [-1.34287, -1.77038, 3.79214], [-1.90164, -2.62637, 2.86722], [-1.77933, -1.94637, 1.65638], [-1.18852, -0.77650, 1.84947], [-1.21990, 1.75354, 3.50396], [-1.67135, 2.66253, 4.37836], [-2.31330, 3.65643, 3.67303], [-2.19681, 3.25656, 2.33905], [-1.54895, 2.10645, 2.26015], [3.80394, 2.48353, 2.48510], [2.31950, 1.93933, 0.28026], [2.29634, 1.48861, 4.53398], [-0.04893, 0.42555, 4.90764], [-1.22249, -1.87076, 4.85270], [-2.34004, -3.58935, 3.04075], [-2.09650, -2.25784, 0.67575], [-1.51213, 2.55255, 5.43313], [-2.80372, 4.52299, 4.07048], [-2.51870, 3.76327, 1.44943], [-3.81526, -3.27972, -1.64692], [-2.75052, -1.66624, -1.70511], [-2.94630, -1.38818, -3.51922], [-3.91155, -0.40994, -1.06201], [-3.47666, 0.67361, -0.30162], [-4.38796, 1.63350, 0.10304], [-5.72970, 1.52818, -0.21840], [-6.16960, 0.44462, -0.95942], [-5.26686, -0.51386, -1.37900], [-4.07922, -3.48371, -0.61220], [-3.13775, -4.06098, -1.98881], [-4.70443, -3.29810, -2.27293], [-3.96190, -1.60462, -3.84241], [-2.25264, -2.03770, -4.05096], [-2.71540, -0.35253, -3.75546], [-2.40700, 0.82323, -0.00739], [-4.05110, 2.48297, 0.67275], [-6.42338, 2.29461, 0.10176], [-7.21789, 0.34833, -1.21713], [-5.62948, -1.34366, -1.97143], [4.12386, -1.58557, 3.32094], [4.20160, -1.02342, 1.93293], [3.15931, -1.22477, 1.03537], [3.21553, -0.69300, -0.24045], [4.31007, 0.05879, -0.61594], [5.35694, 0.27022, 0.25845], [5.30313, -0.27774, 1.52803], [4.36485, 0.79348, -2.24289], [5.67856, 1.35444, -2.44682], [3.90232, -0.16670, -3.21113], [3.31004, 2.08255, -2.12189], [1.91817, 1.77590, -2.42606], [1.02719, 3.00996, -2.46519], [-0.39433, 2.66929, -1.86933], [-1.37383, 2.88937, -2.57250], [-0.35137, 2.20930, -0.70659], [3.60960, -2.54423, 3.31695], [3.55725, -0.90814, 3.96176], [5.11708, -1.71656, 3.74738], [2.28767, -1.78245, 1.34268], [2.42001, -0.86430, -0.94372], [6.20332, 0.85082, -0.07097], [6.12102, -0.12021, 2.21767], [3.67274, 2.85659, -2.65942], [1.56940, 1.11797, -1.62611], [1.86066, 1.23282, -3.37461], [0.90691, 3.38726, -3.48115], [1.44566, 3.79998, -1.84084], [-0.00252, -0.21188, -4.64011], [0.58860, -1.41162, -3.53260], [1.53860, -2.29504, -4.00376], [2.05117, -3.27347, -3.16742], [1.60027, -3.35685, -1.85749], [0.65676, -2.46652, -1.39104], [0.12467, -1.44811, -2.20552], [-0.88768, -0.56509, -1.67488], [1.88423, -2.21541, -5.02383], [2.79005, -3.96678, -3.54094], [1.99890, -4.12002, -1.20206], [0.30951, -2.52800, -0.36808], [-1.13306, 0.29363, -2.29237], [-0.72661, -0.29394, -0.59162]],
  "lowdin_spin": [0.913, 0.000, -0.001, 0.014, 0.000, -0.001, 0.000, 0.000, -0.001, 0.002, 0.015, 0.017, 0.000, -0.001, 0.000, -0.001, 0.009, 0.000, 0.000, 0.000, 0.000, 0.000, 0.000, 0.016, 0.000, 0.000, 0.000, 0.160, 0.303, 0.000, 0.006, 0.013, 0.001, 0.005, 0.000, 0.006, 0.003, 0.003, 0.022, -0.001, 0.002, 0.000, 0.004, 0.000, 0.000, 0.000, 0.002, 0.000, 0.000, 0.000, 0.000, 0.000, 0.000, 0.000, 0.000, 0.000, 0.000, 0.000, 0.002, 0.001, 0.005, -0.001, 0.016, 0.000, 0.000, 0.000, 0.000, 0.000, 0.000, 0.000, 0.000, 0.002, 0.000, 0.000, 0.000, 0.005, 0.029, -0.002, 0.036, -0.001, 0.034, 0.032, 0.309, -0.001, 0.002, -0.001, 0.005, 0.012, 0.007],
  "charge": -1,
  "e_above_lowest_ev": 0.997,
  "e_tot_ev": -128880.28577,
  "e_homo_ev": [-3.6, -3.6],
  "spin_multiplicity": 3
}

Record 2
{
  "formula": "C4H10N2",
  "method": "the ωB97M-V functional and the def2-TZVPD basis",
  "species": ["C", "C", "C", "C", "N", "N", "H", "H", "H", "H", "H", "H", "H", "H", "H", "H"],
  "positions_angstrom": [[-0.19596, 0.43804, -0.59646], [2.25953, -1.11504, 0.66744], [-0.89439, 0.46077, 0.73228], [-1.40371, 1.20348, -0.48584], [3.37287, -1.65374, 1.38924], [-2.64530, 0.54419, -1.21528], [-0.56215, 1.07810, 1.50869], [0.85145, 0.34420, -1.03991], [-1.28667, -0.40931, 1.18877], [-1.31663, 2.32753, -0.55115], [3.30035, -2.65642, 1.48995], [3.08672, -1.35661, 2.34795], [4.25568, -1.24440, 1.17216], [-3.38292, 1.01308, -0.61793], [-2.72417, -0.49184, -1.18291], [-2.84603, 0.87122, -2.14007]],
  "lowdin_charge": [-0.008, 0.398, -0.088, -0.227, 0.127, 0.236, 0.095, 0.105, 0.103, 0.188, 0.173, 0.199, 0.162, 0.194, 0.188, 0.153],
  "charge": 2,
  "e_above_lowest_ev": 6.632,
  "e_tot_ev": -7264.18831,
  "e_homo_ev": [-18.6, -16.3]
}

Record 3
{
  "formula": "C4H6N4",
  "method": "the ωB97M-V functional and the def2-TZVPD basis",
  "species": ["H", "N", "C", "N", "N", "C", "C", "N", "C", "H", "H", "H", "H", "H"],
  "positions_angstrom": [[1.06360, -0.91384, 2.15427], [1.62932, -0.79457, 1.28711], [1.12796, -0.35662, 0.12861], [2.14589, -0.03509, -0.69168], [-0.23788, -0.02590, -0.06747], [-1.27277, 0.23224, 0.90128], [-2.36268, 0.40470, 0.11792], [-2.03781, 0.26254, -1.29230], [-0.69895, -0.04582, -1.36434], [1.98657, 0.90049, -1.15133], [3.04822, -0.27746, -0.32236], [-0.97209, 0.20184, 2.02291], [-3.34657, 0.54502, 0.54282], [-0.07281, -0.09753, -2.26542]],
  "lowdin_charge": [0.034, 0.081, -0.480, 0.096, -0.056, -0.044, -0.140, 0.038, -0.122, 0.134, 0.097, 0.142, 0.091, 0.129],
  "charge": 0,
  "e_above_lowest_ev": 1.927,
  "e_tot_ev": -10204.01281,
  "e_homo_ev": -9.1,
  "smiles": "[H]/N=C(/N)n1ccnc1"
}

Record 4
{
  "formula": "C7H17O3PSi",
  "method": "the ωB97M-V functional and the def2-TZVPD basis",
  "species": ["C", "C", "C", "C", "C", "C", "C", "O", "O", "O", "Si", "P", "H", "H", "H", "H", "H", "H", "H", "H", "H", "H", "H", "H", "H", "H", "H", "H", "H"],
  "positions_angstrom": [[-2.68062, 2.61514, -0.01032], [-0.87907, -2.44740, 2.37183], [0.43109, -0.30031, -2.92587], [2.37265, 0.96628, 0.48949], [-1.15022, 2.43094, -0.40893], [0.15343, -1.33618, 2.21966], [0.77247, -0.84786, -1.57319], [1.38514, -3.43680, -0.69691], [-0.53485, 1.27273, 0.02257], [0.15929, -1.15949, 0.76092], [0.66346, 0.23638, -0.02117], [0.27751, -2.51814, -0.89003], [-3.25542, 1.90004, -0.70144], [-2.83511, 2.30535, 1.07656], [-3.02751, 3.48496, -0.50061], [-0.67754, -3.17274, 1.54694], [-0.79143, -3.03696, 3.23293], [-1.94636, -2.25999, 2.16853], [0.39919, 0.85979, -2.73128], [-0.47622, -0.57816, -3.39004], [1.21412, -0.62242, -3.60826], [2.58489, 1.20737, 1.51396], [3.21633, 0.28426, 0.15458], [2.62911, 1.79336, -0.17782], [-0.57762, 3.22475, -0.21039], [-1.19623, 2.43970, -1.56082], [1.24894, -1.75867, 2.52309], [-0.12358, -0.48498, 2.85494], [2.64415, -1.06097, -1.52893]],
  "lowdin_charge": [-0.055, -0.100, -0.197, -0.143, -0.284, -0.217, -0.469, -0.468, -0.142, -0.409, 0.316, 0.784, 0.089, 0.098, 0.045, 0.052, 0.051, 0.090, 0.092, 0.048, 0.061, 0.012, 0.029, 0.027, 0.065, 0.132, 0.172, 0.114, 0.211],
  "charge": 0,
  "e_above_lowest_ev": 3.152,
  "e_tot_ev": -30840.92966,
  "e_homo_ev": -7.9
}

Record 5
{
  "formula": "C31H57BClFN3O10P2",
  "method": "the ωB97M-V functional and the def2-TZVPD basis",
  "species": ["C", "C", "C", "C", "C", "C", "N", "C", "C", "C", "C", "Cl", "B", "O", "O", "O", "C", "C", "C", "O", "C", "N", "C", "C", "P", "P", "O", "O", "O", "N", "F", "C", "O", "C", "C", "C", "C", "C", "C", "H", "H", "H", "H", "H", "H", "H", "H", "H", "H", "H", "H", "H", "H", "H", "H", "H", "H", "H", "H", "H", "H", "H", "H", "H", "H", "H", "H", "H", "H", "H", "H", "H", "H", "H", "H", "H", "H", "H", "H", "H", "C", "C", "C", "O", "C", "H", "H", "H", "H", "H", "H", "H", "H", "C", "C", "C", "O", "C", "H", "H", "H", "H", "H", "H", "H", "H"],
  "positions_angstrom": [[-4.93665, 3.83221, -0.12381], [-3.45689, 4.49224, -0.35937], [-2.69302, 3.79716, -1.62858], [-2.18161, 2.30261, -1.22146], [-2.95233, 1.41387, -2.32115], [-0.59037, 2.07496, -1.03136], [0.02871, 3.38166, -0.82510], [-0.20383, 4.16041, 0.17550], [-0.43427, 3.96185, 1.72861], [-0.21091, 5.74505, -0.24249], [0.07437, 1.68788, -2.49206], [-0.43945, 2.86973, -3.84700], [1.70964, 1.98383, -2.56813], [2.70901, 0.93224, -2.45002], [2.25551, 3.31261, -2.82816], [-0.13897, 0.36339, -2.94896], [-0.12107, -0.68538, -1.96248], [-0.66476, -2.01799, -2.72777], [0.21100, -2.17429, -4.09444], [1.61928, -2.42175, -3.82848], [-0.34827, -3.54841, -4.77254], [-1.77574, -3.40965, -5.18669], [-0.63228, -0.43342, -0.50318], [0.09674, -1.64772, 0.34203], [-2.42340, -0.79051, 0.05306], [-3.32274, -2.58387, -0.75889], [-4.05600, -2.34717, -2.10403], [-4.61502, -2.96780, 0.33674], [-2.36752, -3.98637, -0.82320], [-0.22960, 0.98061, -0.00586], [-1.04626, 1.06365, 1.12875], [1.13059, 0.90926, 0.55798], [1.93595, 2.07870, 0.81300], [2.92953, 1.83928, 1.82226], [2.81270, 2.36398, 3.29512], [3.93386, 2.11349, 4.37342], [5.19354, 1.32345, 3.95129], [5.31478, 0.75360, 2.49958], [4.20643, 1.00001, 1.44411], [-5.67305, 4.63322, 0.23304], [-5.29694, 3.23037, -1.02252], [-4.81628, 3.10668, 0.77246], [-3.63307, 5.57958, -0.65767], [-2.90031, 4.34797, 0.62392], [-1.89108, 4.46528, -2.08028], [-3.52995, 3.77437, -2.43024], [-2.78853, 2.11731, -0.24915], [-3.00320, 1.90328, -3.36768], [-4.06023, 1.35504, -1.98606], [-2.60836, 0.34831, -2.47554], [-0.56387, 4.95288, 2.31039], [-1.44794, 3.41519, 1.86936], [0.34793, 3.36343, 2.29529], [-0.00359, 6.40952, 0.66290], [-1.20063, 6.05593, -0.71447], [0.61467, 5.89195, -1.01773], [3.34925, 1.26771, -1.76940], [2.87831, 3.19712, -3.58530], [1.01684, -0.93082, -1.86025], [-1.74515, -1.92464, -3.07817], [-0.42444, -2.94952, -2.11798], [0.01507, -1.33391, -4.84291], [2.08243, -1.60830, -4.14258], [0.29715, -3.87739, -5.66243], [-0.24937, -4.40136, -3.99187], [-2.34922, -3.91532, -4.49941], [-1.93866, -3.75935, -6.13890], [-0.41160, -2.65105, 0.17515], [1.19820, -1.78027, 0.08603], [-0.01795, -1.42621, 1.47305], [-2.33634, -1.11310, 1.47543], [-4.27111, -3.65983, 0.94678], [-2.22788, -4.25111, 0.12623], [1.07537, 0.45875, 1.62677], [1.83763, 0.29243, -0.12611], [1.91022, 2.95423, 3.66066], [3.84325, 2.49466, 5.44392], [6.06933, 1.11975, 4.65512], [6.23638, 0.14780, 2.17728], [4.29238, 0.58144, 0.37608], [7.22045, 1.03170, 8.09721], [6.93736, 2.27716, 8.90676], [5.96985, 3.02381, 8.01039], [5.23596, 2.03309, 7.27410], [5.87457, 0.75978, 7.45491], [7.58434, 0.19345, 8.69343], [7.96551, 1.25225, 7.32527], [6.44311, 2.00479, 9.84495], [7.82945, 2.85758, 9.14714], [6.50109, 3.65263, 7.28810], [5.27562, 3.65124, 8.57393], [5.23730, 0.15577, 8.10931], [5.96390, 0.25281, 6.49209], [-4.39173, -6.48301, -2.95133], [-5.49704, -7.29491, -3.58824], [-4.93096, -7.56919, -4.96755], [-3.50427, -7.62361, -4.82714], [-3.14977, -7.13371, -3.52811], [-4.41087, -6.49474, -1.85991], [-4.45686, -5.44141, -3.28409], [-5.62716, -8.23593, -3.04358], [-6.45964, -6.78159, -3.61683], [-5.16860, -6.75764, -5.66346], [-5.29426, -8.50832, -5.39092], [-2.83249, -7.98975, -2.92240], [-2.31129, -6.43759, -3.61350]],
  "lowdin_charge": [-0.109, -0.229, -0.182, -0.241, -0.114, -0.243, 0.110, -0.268, -0.028, -0.015, -0.495, 0.800, -0.510, 0.083, 0.048, -0.119, -0.259, -0.059, -0.313, -0.060, -0.217, -0.006, -0.434, -0.095, 0.943, 0.438, -0.354, -0.206, -0.230, -0.034, -0.021, -0.102, -0.125, -0.191, 0.025, -0.017, -0.042, -0.043, 0.005, 0.081, 0.071, 0.075, 0.108, 0.078, 0.079, 0.122, 0.112, 0.084, 0.103, 0.046, 0.104, 0.084, 0.052, 0.081, 0.073, 0.097, 0.110, 0.121, 0.150, 0.104, 0.118, 0.160, 0.106, 0.129, 0.122, 0.056, 0.076, 0.070, 0.107, 0.098, -0.014, 0.063, 0.081, 0.178, 0.161, 0.083, 0.091, 0.083, 0.101, 0.096, -0.171, -0.173, -0.195, -0.177, -0.207, 0.119, 0.117, 0.119, 0.119, 0.120, 0.120, 0.123, 0.091, -0.186, -0.175, -0.201, -0.136, -0.210, 0.110, 0.109, 0.117, 0.117, 0.118, 0.119, 0.118, 0.101],
  "charge": 1,
  "e_tot_ev": -92493.49902,
  "e_homo_ev": -10.8
}

What did the third record say?
{
  "formula": "C4H6N4",
  "method": "the ωB97M-V functional and the def2-TZVPD basis",
  "species": ["H", "N", "C", "N", "N", "C", "C", "N", "C", "H", "H", "H", "H", "H"],
  "positions_angstrom": [[1.06360, -0.91384, 2.15427], [1.62932, -0.79457, 1.28711], [1.12796, -0.35662, 0.12861], [2.14589, -0.03509, -0.69168], [-0.23788, -0.02590, -0.06747], [-1.27277, 0.23224, 0.90128], [-2.36268, 0.40470, 0.11792], [-2.03781, 0.26254, -1.29230], [-0.69895, -0.04582, -1.36434], [1.98657, 0.90049, -1.15133], [3.04822, -0.27746, -0.32236], [-0.97209, 0.20184, 2.02291], [-3.34657, 0.54502, 0.54282], [-0.07281, -0.09753, -2.26542]],
  "lowdin_charge": [0.034, 0.081, -0.480, 0.096, -0.056, -0.044, -0.140, 0.038, -0.122, 0.134, 0.097, 0.142, 0.091, 0.129],
  "charge": 0,
  "e_above_lowest_ev": 1.927,
  "e_tot_ev": -10204.01281,
  "e_homo_ev": -9.1,
  "smiles": "[H]/N=C(/N)n1ccnc1"
}